Density functional theory data (wB97M-V/def2-TZVPD) for C22H44EuN3OP2 as an isolated structure at a distorted geometry.

Calculated values
2S+1: 8
F_max (eV/A): 4.00
Net charge: +1
Orbital gap (alpha / beta) (eV): 6.63 / 6.87
Expectation value of S²: 15.76

Geometry (Å):
H1 -1.842 3.781 1.560
C1 2.464 1.242 -1.367
C2 0.239 -3.621 0.445
N1 -1.226 -0.269 3.200
C3 0.521 -5.121 0.302
H2 -2.876 2.533 -0.742
H3 3.996 0.156 3.438
H4 0.201 0.054 5.505
Eu1 -0.379 -0.042 -0.074
C4 -0.794 4.919 -2.306
C5 0.819 -0.010 4.616
H5 -3.326 3.830 -1.844
N2 1.646 0.046 -1.304
H6 -0.363 -5.690 -0.025
N3 0.879 -0.271 2.227
H7 1.371 5.280 0.281
H8 -0.355 5.604 0.667
O1 -4.335 -0.049 0.593
H9 -1.302 2.077 1.704
H10 -0.680 -3.685 2.376
H11 -0.990 0.095 -2.850
H12 2.367 -3.335 -1.580
H13 3.218 -0.915 -2.314
C6 -3.204 -0.033 0.370
C7 2.916 0.050 3.474
H14 -1.278 -2.585 -2.993
C8 0.524 4.992 0.922
C9 0.228 3.488 0.891
H15 1.638 -2.521 -2.979
C10 -0.799 -4.660 -2.910
H16 3.207 1.134 -2.194
C11 2.469 -1.130 -1.514
H17 1.622 2.804 -2.639
P1 0.069 2.708 -0.783
H18 0.786 -5.494 1.302
H19 1.121 2.974 1.298
C12 2.228 -0.131 2.280
H20 -1.275 2.871 -2.650
H21 -1.241 -2.287 1.452
H22 -0.738 5.688 -1.525
C13 -2.585 -3.432 -1.524
H23 1.137 -3.164 0.904
C14 0.187 -0.192 3.373
H24 3.078 1.342 -0.437
C15 -0.979 3.133 1.776
H25 -1.844 -3.929 1.062
H26 -1.561 5.241 -3.020
H27 -2.659 4.242 -0.261
H28 0.161 4.879 -2.848
C16 2.201 0.099 4.679
H29 0.795 5.244 1.957
H30 1.367 -5.339 -0.367
C17 1.734 2.613 -1.555
H31 -0.743 -5.520 -2.231
H32 -0.687 3.306 2.819
C18 -2.587 3.533 -1.093
H33 -1.639 -1.149 3.504
C19 -1.211 -3.366 -2.211
H34 -1.728 0.498 3.633
H35 2.737 0.219 5.623
H36 -0.239 0.067 -2.978
H37 -2.655 -4.236 -0.782
H38 2.358 3.436 -1.153
H39 -1.569 -4.886 -3.656
C20 -1.211 3.549 -1.777
H40 -3.327 -3.636 -2.303
H41 3.077 -1.345 -0.601
H42 2.723 -0.163 1.296
H43 0.155 -4.553 -3.444
P2 0.079 -2.666 -1.131
C21 1.745 -2.469 -1.879
H44 -2.873 -2.481 -1.056
C22 -0.961 -3.353 1.370

***

Density functional theory data (wB97M-V/def2-TZVPD) for C22H44I2IrOPSi as an isolated structure at a distorted geometry.

Calculated values
2S+1: 2
F_max (eV/A): 1.37
Net charge: +3
Orbital gap (alpha / beta) (eV): 5.60 / 5.67
Expectation value of S²: 0.76

Geometry (Å):
O1 -1.797 -0.089 0.148
C1 -2.014 -1.386 2.522
H1 -2.707 -2.702 4.094
H2 0.040 -2.923 -1.949
H3 -4.873 -0.299 2.175
H4 0.353 -1.924 3.886
C2 -3.311 2.673 1.281
H5 -2.366 2.269 0.884
H6 -0.648 -0.049 5.929
C3 -5.227 0.693 0.285
H7 -6.075 -4.508 0.784
C4 -4.781 -2.838 1.023
H8 3.472 -3.370 0.703
Ir1 0.138 -0.100 0.200
C5 -4.635 1.740 -0.646
H9 -3.023 -0.997 5.835
H10 -0.050 -0.525 1.880
H11 -2.687 0.293 4.718
H12 -4.165 -1.596 -0.648
H13 3.311 -1.876 1.619
H14 -3.769 1.321 -1.176
Si1 1.331 -2.405 0.171
H15 -1.587 -2.328 2.167
C6 -4.078 -5.112 0.130
H16 -4.204 -5.916 0.856
C7 -5.220 -4.090 0.256
H17 -3.920 -1.547 3.617
C8 -2.703 -4.471 0.327
H18 -5.370 1.993 -1.411
H19 -3.074 3.577 1.846
H20 -5.584 -3.777 -0.726
H21 2.417 3.304 -0.589
P1 -2.930 -0.767 1.082
H22 -2.524 -4.348 1.402
H23 -5.117 3.500 0.497
H24 -5.639 -2.184 1.176
C9 -2.435 -0.743 4.953
C10 -3.695 -2.147 0.167
C11 3.142 -2.330 0.643
C12 -4.319 0.344 1.483
H25 2.739 2.947 1.154
H26 -1.917 -5.128 -0.049
H27 -1.625 -2.687 -0.339
C13 0.559 -3.634 1.335
C14 -0.811 -0.476 2.803
C15 -0.034 -0.914 4.030
H28 -4.815 2.037 2.666
H29 -5.517 -0.199 -0.267
H30 1.161 -4.529 1.142
C16 -4.226 2.994 0.112
H31 -1.097 0.574 2.889
C17 -0.951 -0.872 5.281
H32 1.593 -2.185 -2.334
H33 1.540 -3.830 -1.667
H34 3.801 -1.854 -0.084
I1 0.121 2.608 0.675
H35 -3.746 3.702 -0.566
C18 -2.855 -1.661 3.804
H36 0.667 -3.388 2.390
H37 -4.112 -5.583 -0.854
C19 1.076 -2.835 -1.631
H38 0.833 -0.265 4.165
C20 2.198 2.659 0.257
H39 -0.474 -3.889 1.129
H40 -6.156 1.076 0.717
H41 -0.787 -1.785 5.855
H42 -2.843 -3.250 -1.447
C21 -2.640 -3.116 -0.385
H43 -4.413 -3.148 2.001
C22 -3.903 1.631 2.221
I2 2.638 0.639 -0.175
H44 -3.237 1.414 3.058

***

Density functional theory data (wB97M-V/def2-TZVPD) for C22H44N3O2P3Pb as an isolated structure at a distorted geometry.

Calculated values
F_max (eV/A): 4.67
Net charge: +4
Orbital gap (alpha / beta) (eV): 3.36 / 3.32
Relative energy (zero: lowest compared OMol25 entry of this formula, charge and spin) (kcal/mol): 95.63

Geometry (Å):
C1 2.972 -1.196 -2.506
Pb1 -0.068 0.787 0.010
H1 -4.407 -6.544 1.429
P1 -2.705 1.477 -0.712
H2 -1.952 -3.832 -2.637
H3 4.565 0.461 -0.813
H4 -4.879 0.766 0.125
H5 -2.807 -7.592 -1.011
H6 -1.821 -5.861 1.160
C2 -3.635 -7.100 -0.482
H7 3.697 -2.022 -2.488
H8 2.070 -1.477 -3.047
H9 3.391 -0.298 -2.961
C3 -3.884 0.306 0.056
H10 -1.337 -1.690 -1.481
C4 1.491 0.850 3.197
H11 -2.006 -5.901 -1.339
H12 0.880 -1.038 2.528
H13 2.057 -0.996 3.814
H14 3.483 -3.001 -0.217
H15 -4.449 -6.701 -1.093
H16 3.974 0.236 0.851
O1 -0.455 -1.535 0.982
H17 4.784 -1.115 0.017
C5 -1.698 -3.810 -1.567
H18 0.220 4.566 -0.600
C6 -3.601 -7.005 0.854
N1 1.583 -0.511 3.045
C7 -1.207 -3.807 1.236
N2 0.748 1.491 2.261
H19 -2.714 -7.370 1.404
H20 1.710 -3.133 -0.528
C8 2.508 -2.513 -0.083
H21 2.901 1.017 4.843
H22 0.322 2.307 -4.001
C9 -1.035 -2.602 0.484
C10 -1.721 -4.991 -0.809
C11 2.264 1.586 4.134
C12 -1.415 -2.623 -0.917
H23 2.285 -2.450 0.985
H24 -2.361 3.661 0.274
H25 2.504 3.610 4.899
C13 0.900 4.945 3.373
H26 -3.780 3.688 -0.869
P2 1.207 2.635 -1.795
C14 -1.555 -4.963 0.564
H27 -4.238 1.749 -2.531
H28 3.447 2.511 -0.819
C15 4.107 -0.263 -0.120
C16 0.557 2.817 2.303
H29 1.321 5.471 2.556
C17 -3.260 3.124 -0.061
C18 1.304 2.484 -3.590
C19 -3.174 1.521 -2.464
H30 -3.946 -0.612 -0.540
H31 1.354 5.242 4.278
H32 1.937 1.642 -3.846
H33 1.719 3.398 -4.004
H34 -0.147 5.178 3.454
H35 3.474 3.429 -2.324
N3 1.142 3.516 3.314
H36 -2.585 2.283 -2.966
H37 0.651 -0.527 -1.205
C20 2.014 2.931 4.203
C21 2.908 3.255 -1.397
H38 2.886 4.189 -0.810
H39 -3.537 0.045 1.063
H40 -3.927 2.977 0.803
H41 -2.962 0.548 -2.906
H42 -0.658 4.248 -2.066
P3 2.450 -0.817 -0.808
O2 -0.075 3.422 1.407
H43 0.928 5.049 -2.175
C22 0.350 4.273 -1.644
H44 -1.065 -3.793 2.323

***

Density functional theory data (wB97M-V/def2-TZVPD) for a 3-piece molecular cluster, C22H44N3O4 overall at a distorted geometry.

Calculated values
2S+1: 3
F_max (eV/A): 3.33
Net charge: -1
Orbital gap (alpha / beta) (eV): 4.12 / 4.12
Expectation value of S²: 2.01

Geometry (Å):
C1 0.976 0.927 0.444
H1 -4.653 0.802 -6.358
H2 -3.027 2.645 -6.253
C2 2.784 -2.101 6.519
H3 1.521 2.344 4.751
H4 4.778 0.636 6.998
H5 -0.263 2.497 -5.482
C3 2.922 -2.137 4.998
H6 1.768 -2.413 6.781
H7 -2.512 -2.118 -5.215
H8 -2.568 -2.080 -7.636
C4 -1.107 1.215 -0.581
C5 -1.492 -0.294 -7.094
H9 2.831 0.220 9.071
H10 0.131 1.899 -7.098
H11 4.556 0.127 4.601
C6 2.675 -0.754 8.604
H12 -2.930 -1.261 -2.969
H13 3.457 -2.836 6.970
H14 1.637 -1.044 8.753
H15 -4.183 -1.980 -5.716
H16 -2.768 0.715 0.633
H17 -4.697 1.553 -4.759
H18 3.292 -1.485 9.128
C7 -3.684 -0.595 -3.387
H19 -4.635 -1.126 -3.340
C8 2.372 0.352 4.919
C9 -0.228 1.606 -6.111
H20 0.343 1.050 4.509
H21 3.972 -2.041 4.705
N1 2.312 0.347 6.415
H22 4.019 1.782 4.908
H23 1.529 1.396 3.260
H24 5.101 -0.951 6.293
C10 3.749 0.839 4.431
C11 1.217 -0.317 -0.340
H25 5.061 -0.749 8.026
H26 -1.220 -0.014 -8.115
H27 0.370 -0.999 -0.312
H28 1.024 -1.272 4.490
H29 -2.967 0.220 -1.037
C12 -2.245 0.251 -0.228
C13 -3.232 -1.443 -5.688
O1 -1.249 0.174 -4.149
H30 2.124 -0.765 0.034
C14 -4.627 0.601 -5.288
N2 -1.857 -1.066 0.139
H31 3.716 1.012 3.355
H32 -3.760 0.276 -2.742
C15 4.584 -0.431 7.099
C16 3.062 -0.725 7.129
N3 -2.167 0.667 -4.892
H33 -3.216 1.570 -7.643
C17 1.377 1.344 4.336
C18 -1.609 0.970 -6.239
H34 2.253 -1.023 3.273
H35 -1.407 -1.030 1.050
O2 1.868 1.465 1.001
O3 1.094 0.352 6.809
H36 -5.531 0.034 -5.064
C19 -2.764 -1.142 -7.111
H37 -1.880 2.690 -7.570
C20 -2.490 2.019 -6.965
H38 2.593 -3.110 4.627
H39 -3.554 -0.638 -7.677
C21 -3.387 -0.190 -4.828
H40 -1.542 2.191 -0.786
C22 2.083 -1.036 4.351
H41 -0.672 -0.911 -6.714
H42 -0.569 0.923 -1.471
O4 -0.244 1.402 0.566
H43 1.377 -0.039 -1.371
H44 0.505 0.920 -5.692

***

Density functional theory data (wB97M-V/def2-TZVPD) for C22H44N3OP3SeYb as an isolated structure at a distorted geometry.

Calculated values
2S+1: 2
F_max (eV/A): 3.85
Net charge: +3
Orbital gap (alpha / beta) (eV): 7.50 / 4.25
Expectation value of S²: 0.78

Geometry (Å):
H1 -3.843 2.672 1.907
H2 0.149 4.588 -0.587
H3 -1.422 3.433 1.896
H4 -2.608 0.197 3.505
C1 -0.488 -1.222 -3.227
C2 6.431 -4.064 -0.069
N1 -5.125 -0.611 -1.219
P1 -0.470 -0.245 2.530
Se1 5.260 0.481 0.408
H5 0.110 4.332 1.758
C3 -5.726 -1.589 -2.155
C4 -0.611 -1.947 3.003
H6 -1.505 -1.636 -3.149
H7 -6.798 -1.413 -2.216
H8 -1.627 2.356 -2.839
C5 -5.294 1.193 0.270
H9 1.488 1.901 -2.486
C6 -1.395 1.398 -3.322
C7 -0.330 3.333 1.844
C8 5.674 -1.360 0.200
H10 1.440 0.718 -3.822
H11 1.378 -1.487 -0.974
H12 1.220 -0.152 4.157
C9 -0.519 -2.057 -0.164
P2 0.188 2.471 0.369
C10 1.170 0.194 3.116
H13 2.203 3.649 0.542
H14 2.063 0.238 -2.210
C11 -0.291 3.630 -0.893
H15 0.124 -2.590 2.507
H16 2.381 2.020 1.258
H17 -0.857 1.584 -4.259
N2 -3.341 1.982 1.354
H18 4.364 -4.416 -0.597
C12 -5.871 0.320 -0.583
H19 1.347 -1.694 0.827
H20 3.788 0.295 0.041
H21 -5.892 1.924 0.793
C13 -3.727 -0.676 -1.000
H22 -0.267 -0.983 -4.270
H23 -1.384 3.738 -0.947
H24 6.723 -5.110 -0.173
O1 -3.064 -1.551 -1.578
H25 8.411 -3.393 0.492
H26 -6.935 0.331 -0.775
H27 -2.365 1.794 1.588
H28 -1.615 -2.345 2.794
H29 0.221 -1.972 -2.863
H30 -0.961 -2.370 -1.113
H31 7.749 -1.019 0.728
H32 3.699 -2.042 -0.362
C14 -3.922 1.152 0.498
C15 1.956 2.584 0.420
H33 0.026 2.865 2.765
H34 1.350 1.273 3.088
N3 -3.143 0.261 -0.135
C16 -1.585 0.578 3.635
C17 4.729 -2.340 -0.176
H35 -5.555 -2.603 -1.799
H36 -2.338 0.884 -3.546
H37 -1.238 0.343 4.643
H38 0.083 3.368 -1.886
Yb1 -0.857 0.139 0.071
C18 7.380 -3.101 0.305
P3 -0.357 0.330 -2.370
H39 -1.607 1.668 3.505
C19 0.751 -1.545 -0.079
H40 -0.434 -1.956 4.082
C20 5.108 -3.675 -0.307
C21 7.010 -1.766 0.438
C22 1.320 0.850 -2.739
H41 2.419 2.213 -0.502
H42 1.952 -0.305 2.526
H43 -1.001 -2.576 0.675
H44 -5.295 -1.469 -3.146

***

Density functional theory data (wB97M-V/def2-TZVPD) for a 5-piece molecular cluster, C22H44N5O9S2 overall at a distorted geometry.

Calculated values
F_max (eV/A): 9.65
Net charge: -1
Orbital gap (eV): 5.99

Geometry (Å):
H1 -4.471 -1.629 -5.935
H2 5.497 -3.338 -2.197
N1 3.290 2.631 -0.459
C1 -4.868 -2.047 -3.877
H3 -5.304 -2.235 -1.932
N2 -1.365 6.604 5.415
N3 -0.192 -7.203 -0.615
N4 -5.317 -1.553 -2.681
C2 4.308 -3.493 -0.593
C3 -2.652 7.232 5.583
H4 -4.192 -0.260 -4.842
O1 1.174 -6.333 0.954
H5 5.342 5.146 1.158
H6 4.344 -6.038 -1.495
H7 -1.072 1.917 2.468
O2 -3.740 2.169 -1.145
C4 3.194 0.311 -1.488
C5 -1.346 1.681 1.333
H8 2.016 0.468 -1.387
O3 -3.943 2.076 1.354
C6 4.954 -5.391 -2.127
H9 -0.718 -6.342 -0.516
C7 1.755 -8.509 0.125
H10 5.193 3.597 -0.934
C8 3.481 -4.432 0.245
H11 -6.814 -0.289 -2.035
H12 1.159 -9.383 0.401
S1 1.219 4.123 0.721
C9 -5.786 -0.218 -2.398
C10 -2.884 1.034 1.315
H13 3.759 4.818 -0.785
H14 -0.013 -9.078 -1.579
H15 2.155 -8.626 -0.886
C11 -4.060 4.964 -0.230
H16 5.114 1.419 -0.947
H17 -2.243 6.436 2.806
O4 -5.040 3.873 -0.033
H18 3.480 -0.819 -1.369
C12 4.033 1.314 -0.453
H19 3.812 4.396 1.969
H20 4.118 -5.216 0.663
C13 -0.652 -8.195 -1.555
C14 0.908 -7.266 0.200
O5 0.430 5.868 4.267
C15 -0.665 6.427 4.251
H21 -3.040 0.239 0.468
S2 1.478 1.175 1.488
H22 -1.438 8.020 3.050
C16 -1.289 6.940 2.980
H23 -5.758 0.430 -3.275
H24 -3.333 6.500 6.026
H25 -0.627 6.733 2.137
O6 -3.518 5.694 0.779
H26 -5.154 0.205 -1.614
H27 -5.863 -0.758 -5.265
O7 4.409 -2.295 -0.333
H28 -0.437 -0.494 0.960
N5 4.959 -4.021 -1.676
H29 4.210 0.845 0.605
H30 3.448 0.665 -2.599
H31 5.985 -5.753 -2.127
H32 -2.532 8.075 6.268
H33 3.022 -3.881 1.069
H34 4.563 -5.411 -3.148
H35 2.687 -4.872 -0.364
C17 -0.200 0.658 0.758
C18 2.119 2.657 0.497
C19 4.682 4.156 1.221
H36 2.592 -8.426 0.822
H37 -2.982 0.453 2.351
H38 -0.059 0.753 -0.422
H39 5.341 3.318 1.716
H40 -0.675 -7.738 -2.547
C20 -4.849 -1.107 -5.053
H41 -1.665 -8.490 -1.269
H42 -3.070 7.590 4.641
O8 -4.498 -3.216 -3.963
C21 4.203 3.827 -0.312
C22 -4.188 2.644 0.020
H43 -1.437 2.699 0.740
H44 -0.890 6.237 6.232
O9 -3.594 5.336 -1.596